(1)
{
  "formula": "C4H8N2O",
  "method": "ωB97M-V/def2-TZVPD",
  "multiplicity": 1,
  "e_lumo_ev": 0.9,
  "homo_ev": -9.534,
  "gap_ev": 10.470,
  "smiles": "[H]/N=N\\OC.C=C=C",
  "mol_weight_g_mol": 100.12,
  "symbols": ["C", "C", "C", "C", "O", "N", "N", "H", "H", "H", "H", "H", "H", "H", "H"],
  "positions_angstrom": [[1.552020, -1.738506, 0.295010], [-2.339597, 1.840475, 0.203573], [2.175827, -0.605126, 0.101616], [3.209343, 0.170022, -0.048141], [-1.835630, 0.794472, -0.595371], [-1.527149, -0.439826, 0.164315], [-1.664224, -1.458699, -0.439536], [-2.016309, -1.439175, -1.408697], [1.958340, -2.552934, 0.874292], [0.588438, -1.913476, -0.156991], [-2.040796, 2.801099, -0.223165], [-3.432193, 1.836373, 0.198046], [-1.993721, 1.726136, 1.233125], [3.923226, 0.016290, -0.843682], [3.442425, 0.962875, 0.645604]],
  "forces_ev_per_angstrom": [[-0.9, 0.6, -0.7], [-0.3, 0.0, 0.5], [1.2, -1.6, 0.3], [0.0, 0.7, 0.3], [0.1, -1.4, -0.7], [-0.5, 1.9, 0.5], [0.0, -0.8, -0.4], [0.0, 0.7, 0.0], [0.3, 0.1, 0.1], [-0.1, -0.1, 0.2], [0.3, -0.2, 0.1], [-0.1, -0.2, 0.1], [0.1, 0.2, 0.0], [-0.1, -0.1, -0.2], [-0.2, 0.3, 0.0]]
}

***

(2)
{
  "formula": "C34H45N8PS2SbSe4Sn",
  "method": "ωB97M-V/def2-TZVPD",
  "multiplicity": 1,
  "e_lumo_ev": 1.9,
  "homo_ev": -3.768,
  "gap_ev": 5.668,
  "charge": -1,
  "mol_weight_g_mol": 1217.21,
  "symbols": ["Sn", "C", "C", "N", "N", "C", "N", "S", "C", "C", "C", "C", "C", "N", "H", "H", "H", "H", "H", "H", "H", "H", "H", "H", "Se", "Sb", "Se", "Se", "Se", "N", "P", "C", "C", "C", "C", "C", "C", "C", "C", "C", "C", "C", "C", "C", "C", "C", "C", "C", "N", "H", "H", "H", "H", "H", "H", "H", "H", "H", "H", "H", "H", "H", "H", "H", "C", "C", "C", "C", "N", "C", "S", "N", "C", "C", "C", "C", "H", "H", "H", "H", "H", "H", "H", "H", "H", "H", "H", "H", "H", "H", "H", "H", "H", "H", "H", "H"],
  "positions_angstrom": [[2.168182, -2.044042, -0.855638], [2.549708, -2.184268, 3.855880], [2.048129, -1.610914, 2.566659], [1.448464, -2.302922, 1.676871], [1.280636, -3.640604, 1.914632], [0.537068, -4.326672, 0.995437], [0.699795, -5.657781, 1.056720], [-0.497695, -3.564808, -0.080904], [2.258306, -0.179163, 2.201401], [2.612914, 0.793023, 3.130783], [2.791513, 2.096729, 2.693932], [2.617453, 2.391957, 1.353332], [2.269959, 1.356594, 0.496070], [2.088653, 0.114399, 0.912522], [3.212442, -3.030983, 3.656489], [1.712070, -2.549873, 4.455860], [3.117374, -1.459712, 4.431977], [2.091434, -4.155652, 2.307719], [1.607739, -5.985669, 1.402786], [0.334995, -6.142327, 0.252851], [2.746692, 0.544602, 4.173562], [3.070809, 2.871213, 3.397452], [2.768736, 3.392023, 0.969147], [2.142020, 1.521033, -0.569443], [5.814314, -0.741136, -0.797443], [4.902167, -4.554744, 0.083363], [4.528291, -2.028364, 0.677620], [2.904695, -4.523884, -1.507245], [3.994595, -5.477554, 2.203415], [0.686305, 0.446073, -4.561937], [-0.052519, 0.299146, -3.004630], [-1.469775, 1.408822, -3.379750], [-1.525678, 2.619659, -2.695842], [-2.529333, 3.542402, -2.958227], [-3.496708, 3.258094, -3.910746], [-3.458021, 2.049659, -4.594733], [-2.453239, 1.131576, -4.327375], [-0.852280, -1.346732, -3.179444], [-0.131447, -2.391713, -3.756781], [-0.666839, -3.671001, -3.818871], [-1.931150, -3.919893, -3.309038], [-2.649931, -2.890021, -2.718459], [-2.111318, -1.614494, -2.642704], [1.996758, 0.121817, -4.868686], [2.478179, 0.318443, -6.171162], [3.785064, -0.028314, -6.440560], [4.582511, -0.540748, -5.424706], [4.018268, -0.688783, -4.170139], [2.748720, -0.376249, -3.895661], [0.084695, 0.564532, -5.363111], [-0.769787, 2.832399, -1.947966], [-2.557268, 4.481100, -2.418148], [-4.282064, 3.974284, -4.118518], [-4.217615, 1.819043, -5.331519], [-2.445880, 0.178560, -4.844985], [0.864329, -2.215756, -4.146275], [-0.078748, -4.474265, -4.244138], [-2.344116, -4.920087, -3.341897], [-3.626152, -3.085683, -2.292029], [-2.669950, -0.824563, -2.155785], [1.835935, 0.737305, -6.935860], [4.183145, 0.107260, -7.439333], [5.611876, -0.823615, -5.592561], [4.602695, -1.063799, -3.334972], [0.178557, 4.382297, 3.079604], [-1.172797, 4.895581, 3.558862], [-2.307790, 3.904685, 3.316423], [-2.578211, 3.619567, 1.829687], [-1.821120, 2.507581, 1.282383], [-2.207387, 1.202094, 1.315677], [-1.456474, 0.064405, 0.359602], [-3.181180, 0.914766, 2.211773], [-3.631911, -0.434667, 2.514704], [-3.252292, -0.889416, 3.920164], [-1.767848, -1.190028, 4.139500], [-0.851089, 0.028521, 4.194456], [0.974673, 5.099072, 3.287071], [0.184361, 4.188224, 2.005994], [0.431775, 3.439192, 3.567326], [-1.413186, 5.841013, 3.060696], [-1.120081, 5.120633, 4.627349], [-3.224621, 4.276045, 3.783185], [-2.056333, 2.961283, 3.813369], [-2.324606, 4.501205, 1.237276], [-3.644885, 3.438773, 1.665506], [-1.124216, 2.686130, 0.578924], [-3.397136, 1.614989, 2.902465], [-3.174251, -1.090374, 1.774903], [-4.715767, -0.483342, 2.378812], [-3.826756, -1.796343, 4.129369], [-3.591129, -0.145331, 4.654067], [-1.421269, -1.870073, 3.355140], [-1.676015, -1.735716, 5.083356], [-0.713829, 0.490832, 3.217167], [0.140158, -0.259849, 4.547549], [-1.237464, 0.783295, 4.888384]],
  "forces_ev_per_angstrom": [[0.0, 0.2, 0.0], [0.0, 0.1, 0.1], [0.1, 0.1, 0.1], [0.0, -0.1, 0.0], [-0.1, 0.1, 0.0], [-0.1, 0.1, 0.0], [0.1, -0.1, 0.0], [0.0, -0.1, 0.0], [0.0, -0.1, 0.0], [0.0, 0.0, 0.0], [0.0, 0.0, 0.0], [0.0, 0.0, 0.0], [0.0, 0.0, 0.0], [0.0, 0.0, 0.1], [0.0, 0.0, 0.0], [0.0, 0.0, 0.0], [0.0, 0.0, 0.0], [0.1, 0.0, 0.0], [0.0, 0.0, 0.0], [0.0, 0.0, 0.0], [0.0, 0.0, 0.0], [0.0, 0.0, 0.0], [0.0, 0.0, 0.0], [0.0, 0.0, 0.0], [-0.2, -0.1, 0.0], [0.1, 0.0, 0.0], [0.2, 0.1, 0.0], [0.0, -0.2, 0.0], [0.1, -0.1, 0.0], [-0.1, 0.0, -0.1], [0.2, -0.1, -0.1], [0.0, 0.0, 0.1], [0.0, 0.0, 0.0], [0.0, 0.0, 0.0], [0.0, 0.0, 0.0], [0.0, 0.0, 0.0], [0.0, 0.0, 0.0], [-0.1, 0.0, 0.1], [0.0, 0.0, 0.0], [0.0, 0.0, 0.0], [0.0, 0.0, 0.0], [0.0, 0.0, 0.0], [0.0, 0.0, 0.0], [0.0, 0.0, 0.0], [0.0, 0.0, 0.0], [0.0, 0.0, 0.0], [0.0, 0.0, 0.0], [0.0, 0.0, 0.0], [0.0, 0.0, 0.0], [0.0, 0.0, 0.0], [0.0, 0.0, 0.0], [0.0, 0.0, 0.0], [0.0, 0.0, 0.0], [0.0, 0.0, 0.0], [0.0, 0.0, 0.0], [0.0, 0.0, 0.0], [0.0, 0.0, 0.0], [0.0, 0.0, 0.0], [0.0, 0.0, 0.0], [0.0, 0.0, 0.0], [0.0, 0.0, 0.0], [0.0, 0.0, 0.0], [0.0, 0.0, 0.0], [0.0, 0.0, 0.0], [0.0, 0.0, 0.0], [0.0, 0.0, 0.0], [0.0, -0.1, 0.0], [0.0, 0.0, 0.0], [0.0, 0.0, -0.1], [0.1, 0.0, 0.2], [0.0, 0.0, -0.1], [0.0, 0.0, -0.1], [0.0, -0.1, 0.0], [0.0, 0.0, 0.0], [0.0, 0.0, 0.0], [0.0, 0.0, 0.0], [0.0, 0.0, 0.0], [0.0, 0.0, 0.0], [0.0, 0.0, 0.0], [0.0, 0.0, 0.0], [0.0, 0.0, 0.0], [0.0, 0.0, 0.0], [0.0, 0.0, 0.0], [0.0, 0.0, 0.0], [0.0, 0.0, 0.0], [0.0, 0.0, 0.0], [0.0, 0.0, 0.0], [0.0, 0.0, 0.0], [0.0, 0.0, 0.1], [0.0, 0.0, 0.0], [0.0, 0.0, 0.0], [0.0, 0.0, 0.0], [0.0, 0.0, 0.0], [0.0, 0.0, 0.0], [0.0, 0.0, 0.0], [0.0, 0.0, 0.0]]
}

***

(3)
{
  "formula": "C10H28F3INO19P4S3",
  "method": "ωB97M-V/def2-TZVPD",
  "multiplicity": 1,
  "e_lumo_ev": 1.7,
  "homo_ev": -5.020,
  "gap_ev": 6.690,
  "charge": -1,
  "mol_weight_g_mol": 870.32,
  "symbols": ["O", "S", "O", "N", "S", "O", "O", "S", "O", "O", "C", "F", "F", "F", "P", "O", "I", "H", "C", "O", "P", "O", "O", "C", "O", "C", "H", "H", "H", "H", "H", "H", "H", "H", "H", "C", "O", "P", "O", "O", "C", "O", "C", "H", "H", "H", "H", "H", "H", "H", "H", "H", "C", "O", "P", "O", "O", "C", "O", "C", "H", "H", "H", "H", "H", "H", "H", "H", "H"],
  "positions_angstrom": [[2.268366, -3.404553, -5.101780], [1.615091, -2.139088, -4.945255], [0.305174, -2.155497, -5.507995], [2.434987, -0.833189, -5.526386], [3.922326, -1.126338, -6.019418], [4.478258, 0.097188, -6.494081], [4.053824, -2.131496, -7.002305], [5.194202, -1.825023, -4.396910], [4.445748, -2.259752, -3.272042], [6.004045, -2.861398, -4.908021], [6.391447, -0.514440, -3.786806], [7.491886, -1.155616, -3.447344], [6.706961, 0.381894, -4.675476], [5.949746, 0.058366, -2.695900], [1.208090, -1.764174, -2.812192], [2.141140, -0.455083, -2.442714], [1.947286, -3.722301, -1.539191], [2.037940, -0.300058, -1.490231], [5.911287, 0.254904, 3.444903], [4.798171, 1.075818, 3.072154], [4.068219, 0.776734, 1.680602], [4.224517, -0.579140, 1.187838], [4.602426, 1.913857, 0.706650], [5.987880, 1.906703, 0.362641], [2.581705, 1.226230, 1.939048], [2.313889, 2.536891, 2.445505], [6.624932, 0.876051, 3.984110], [5.567797, -0.546469, 4.096988], [6.406275, -0.176196, 2.576629], [6.347887, 0.889190, 0.204006], [6.566093, 2.387995, 1.154557], [6.110160, 2.469966, -0.558311], [3.016725, 3.270664, 2.052751], [2.364004, 2.526524, 3.534274], [1.309055, 2.815330, 2.136898], [-2.205694, -0.867759, 0.617476], [-2.419380, -1.938710, 1.555608], [-2.127202, -3.431621, 1.081910], [-1.192628, -3.554694, -0.021102], [-3.575484, -4.042670, 0.811833], [-4.337444, -3.488253, -0.258985], [-1.697542, -4.162003, 2.411618], [-2.538664, -4.083115, 3.563167], [-2.955660, -0.100096, 0.796927], [-1.215295, -0.444530, 0.773895], [-2.292370, -1.207203, -0.413151], [-3.703361, -3.265119, -1.118323], [-4.838980, -2.578422, 0.078170], [-5.087353, -4.218040, -0.554162], [-3.593742, -4.075034, 3.291027], [-2.300045, -3.183829, 4.131107], [-2.343787, -4.957255, 4.180721], [-4.742954, 4.546375, 2.515790], [-5.587899, 3.412138, 2.282554], [-5.219242, 2.420710, 1.085926], [-3.819166, 2.423836, 0.693541], [-6.241269, 2.809275, -0.068563], [-6.129432, 4.105231, -0.655963], [-5.763415, 1.030201, 1.575955], [-7.123414, 0.910296, 2.008128], [-5.368135, 5.370265, 2.855409], [-4.017098, 4.303566, 3.289851], [-4.217079, 4.853139, 1.613521], [-5.084143, 4.390228, -0.783460], [-6.641362, 4.838652, -0.029822], [-6.607964, 4.076853, -1.630986], [-7.786748, 1.551484, 1.429211], [-7.195742, 1.165619, 3.064801], [-7.427848, -0.124011, 1.869177]],
  "forces_ev_per_angstrom": [[1.1, -0.3, 0.3], [1.0, -0.4, -0.7], [-1.4, 1.0, 0.0], [0.7, -1.3, 1.1], [-1.8, 1.8, -2.0], [0.8, 1.5, 1.0], [0.2, -2.2, -0.1], [-0.5, -1.4, 0.7], [-1.1, 1.1, 1.3], [1.8, -0.5, -1.7], [-0.1, -0.6, 0.0], [0.9, -0.7, 0.1], [0.1, 0.9, -0.9], [-0.8, 0.8, 0.8], [-1.3, 0.7, 0.5], [0.2, -0.7, 0.0], [0.4, 0.1, -0.3], [0.2, 0.1, -0.2], [0.1, -0.1, 0.2], [0.1, 0.0, -0.1], [0.0, 0.2, 0.0], [0.0, -0.4, 0.0], [-0.2, 0.1, 0.0], [0.2, 0.0, 0.0], [0.2, 0.2, -0.1], [-0.2, 0.2, 0.2], [-0.1, 0.1, 0.0], [0.0, 0.0, -0.1], [-0.1, -0.1, 0.0], [-0.1, 0.0, 0.0], [0.0, 0.0, 0.0], [-0.1, 0.0, 0.0], [0.0, -0.1, 0.0], [0.0, 0.0, 0.0], [0.0, -0.1, 0.0], [0.0, 0.3, -0.1], [-0.1, -0.1, -0.1], [0.0, 0.2, 0.1], [0.1, -0.1, -0.2], [-0.1, -0.2, 0.2], [-0.1, 0.1, -0.1], [-0.3, -0.1, 0.0], [0.0, 0.0, 0.3], [0.0, -0.1, 0.1], [0.0, -0.1, 0.0], [0.1, -0.1, 0.0], [0.0, 0.0, 0.0], [0.0, 0.0, 0.0], [0.0, -0.1, 0.1], [0.0, 0.0, -0.1], [0.0, 0.0, 0.0], [0.1, 0.0, -0.1], [0.1, 0.2, 0.2], [0.0, 0.0, -0.1], [-0.2, -0.1, 0.0], [0.4, 0.0, 0.0], [-0.1, -0.2, 0.0], [0.0, 0.2, 0.0], [-0.1, 0.1, -0.2], [-0.2, -0.1, 0.2], [-0.1, -0.1, 0.0], [0.0, 0.0, 0.0], [0.0, -0.1, 0.0], [0.0, 0.0, 0.0], [0.0, 0.0, 0.0], [0.0, -0.1, 0.0], [0.1, 0.0, 0.0], [0.0, 0.0, 0.0], [0.1, 0.0, 0.0]]
}

***

(4)
{
  "formula": "C4H8O3",
  "method": "ωB97M-V/def2-TZVPD",
  "multiplicity": 1,
  "e_lumo_ev": 0.7,
  "homo_ev": -10.330,
  "gap_ev": 11.019,
  "smiles": "O=C(CO)CCO",
  "mol_weight_g_mol": 104.10,
  "symbols": ["O", "C", "C", "C", "O", "C", "O", "H", "H", "H", "H", "H", "H", "H", "H"],
  "positions_angstrom": [[-0.699187, 1.395779, -0.692325], [-1.614189, 0.351345, -0.430537], [-0.932432, -0.827710, 0.310263], [0.570591, -0.636002, 0.214806], [1.227701, -1.191824, -0.640100], [1.337339, 0.250497, 1.220066], [2.652089, 0.402439, 0.799724], [-0.267891, 1.617545, 0.140620], [-1.970031, 0.028849, -1.411326], [-2.481954, 0.719243, 0.134275], [-1.178154, -1.779810, -0.171097], [-1.251083, -0.884796, 1.358094], [0.897130, 1.250439, 1.381354], [1.268852, -0.245373, 2.203693], [2.737443, -0.207867, 0.044096]],
  "forces_ev_per_angstrom": [[0.0, 0.3, 0.1], [-0.2, -0.2, 0.0], [0.1, 0.0, 0.1], [0.3, -0.2, -0.1], [-0.2, 0.2, 0.3], [-0.3, -0.1, 0.1], [0.1, -0.1, 0.0], [-0.2, 0.3, -0.3], [0.1, 0.0, 0.1], [0.1, -0.1, -0.1], [0.1, 0.2, 0.1], [0.1, 0.1, -0.1], [-0.1, -0.3, -0.1], [0.0, -0.1, -0.1], [0.1, 0.1, 0.0]]
}

***

(5)
{
  "formula": "C3H2N2O2",
  "method": "ωB97M-V/def2-TZVPD",
  "multiplicity": 1,
  "e_lumo_ev": -1.1,
  "homo_ev": -10.780,
  "gap_ev": 9.720,
  "mol_weight_g_mol": 98.06,
  "symbols": ["N", "C", "O", "C", "O", "C", "N", "H", "H"],
  "positions_angstrom": [[-1.993841, -1.190159, 0.190515], [-0.998477, -0.433539, 0.125941], [0.464322, -0.573082, -0.527124], [1.389126, 0.430039, -0.181681], [1.972141, 0.767286, -1.171305], [-0.820947, 0.956955, 0.461438], [0.031439, 1.750018, 0.392248], [-1.852796, -2.147817, -0.135494], [1.809035, 0.440301, 0.845462]],
  "forces_ev_per_angstrom": [[1.7, 0.7, -0.1], [2.0, -0.6, -1.3], [-4.0, -1.5, 2.1], [2.0, -2.5, -2.2], [0.5, 1.1, 0.8], [1.0, 1.0, -0.1], [-2.7, 1.4, 1.1], [0.2, 0.2, -0.1], [-0.6, 0.1, -0.4]]
}

***

(6)
{
  "formula": "C14H7ClCo2NO6",
  "method": "ωB97M-V/def2-TZVPD",
  "multiplicity": 1,
  "e_lumo_ev": 2.3,
  "homo_ev": -3.704,
  "gap_ev": 6.001,
  "charge": -1,
  "mol_weight_g_mol": 438.53,
  "symbols": ["Cl", "C", "C", "C", "N", "C", "C", "H", "H", "H", "H", "O", "C", "Co", "C", "O", "C", "O", "C", "C", "C", "Co", "C", "O", "C", "O", "C", "O", "H", "H", "H"],
  "positions_angstrom": [[6.962350, -0.217614, -1.080330], [5.266021, -0.312421, -0.840394], [4.645566, -1.562882, -0.769931], [3.267042, -1.592656, -0.576762], [2.538694, -0.470641, -0.483906], [3.119505, 0.725024, -0.540907], [4.500711, 0.859878, -0.735160], [5.211313, -2.491785, -0.878091], [2.722334, -2.538544, -0.505485], [2.469132, 1.601265, -0.437218], [4.971833, 1.836124, -0.815335], [-3.748198, -0.379075, -3.238101], [-3.653968, -0.081503, -2.127441], [-3.563558, 0.452096, -0.449592], [-2.907909, 2.061344, -0.751166], [-2.554210, 3.142844, -0.969237], [-5.325029, 0.560034, -0.367045], [-6.476030, 0.681394, -0.317983], [-2.147616, -0.847534, -0.118707], [-0.838623, -0.673999, 0.279359], [0.454024, -1.060094, 0.061348], [-1.973605, 0.085236, 1.450306], [-0.972854, 1.529476, 1.463055], [-0.284189, 2.460402, 1.448838], [-1.615237, -0.545718, 3.093622], [-1.408934, -0.928112, 4.167419], [-3.619205, 0.830801, 1.851966], [-4.431159, 1.302924, 2.544734], [-2.455206, -1.865993, -0.411011], [1.112132, -1.016389, 0.931330], [0.734872, -1.543894, -0.878173]],
  "forces_ev_per_angstrom": [[0.5, 0.1, -0.1], [-1.3, 0.2, 0.1], [0.1, 0.0, 0.0], [0.2, 1.2, -0.1], [2.6, 0.6, -0.8], [0.7, -0.7, -0.2], [0.2, -0.4, 0.0], [-0.1, 0.4, 0.1], [0.1, 0.3, 0.0], [0.2, -0.3, -0.1], [0.0, -0.2, 0.1], [0.1, 0.4, 0.8], [0.2, -0.7, -0.1], [-0.3, 0.2, -1.4], [0.7, 2.3, -0.2], [-0.4, -1.3, 0.2], [-1.3, -0.1, 1.0], [1.0, 0.0, -0.3], [-0.5, -1.8, -1.7], [3.2, -1.9, -2.4], [-4.0, -0.3, 1.4], [-1.9, 2.6, 3.9], [1.0, 1.8, 0.0], [-0.6, -1.1, 0.0], [-0.6, -1.3, 0.6], [0.0, 0.7, -1.2], [0.0, -0.3, 1.1], [0.7, -0.4, -1.1], [0.1, 0.3, 0.5], [-0.3, -0.2, -0.5], [-0.3, 0.1, 0.6]]
}